Formula: C17H42O10P2Si
Source: the OMol25 dataset
Level of theory: ωB97M-V/def2-TZVPD

XYZ file:
```
72
Properties=species:S:1:pos:R:3
C -1.56182 -8.22609 -5.52732
O -1.82662 -7.04977 -4.73013
C -0.63727 -6.59841 -4.17949
O 0.24784 -7.35166 -3.84240
Si -0.27071 -4.71288 -3.95077
C 0.85865 -4.58514 -2.42606
C -1.81570 -3.66792 -3.69171
C 0.65965 -4.20519 -5.53861
H -0.81151 -7.94749 -6.28499
H -2.46416 -8.54941 -6.07266
H -1.24913 -9.08868 -4.91770
H 1.41357 -3.64493 -2.39916
H 0.18188 -4.70573 -1.58126
H 1.55367 -5.44348 -2.36541
H -2.44376 -3.59896 -4.59888
H -2.43266 -3.98919 -2.83131
H -1.48416 -2.63790 -3.44094
H 0.13194 -4.66736 -6.38782
H 0.69397 -3.10414 -5.61231
H 1.67813 -4.61988 -5.42469
C -1.85956 0.21014 4.90843
C -1.55676 0.41027 3.43484
O -0.43865 -0.36681 3.01386
P -0.60376 -2.00394 2.97143
O -1.57129 -2.14485 1.83105
O 0.73871 -2.43033 2.10844
C 0.64254 -3.43527 1.08974
C 0.66617 -2.80280 -0.28703
O 0.24248 -2.21743 4.37734
C 1.64499 -1.97818 4.53595
C 2.02454 -0.51743 4.64485
H -2.16871 -0.82028 5.10936
H -2.66000 0.87709 5.23149
H -0.97592 0.40293 5.51724
H -2.43163 0.17277 2.82279
H -1.30596 1.45644 3.25170
H -0.25186 -4.04492 1.22538
H 1.50573 -4.09650 1.20337
H -0.04955 -1.97940 -0.35917
H 0.43228 -3.56436 -1.08867
H 1.65328 -2.37671 -0.49200
H 2.23147 -2.48385 3.77332
H 1.90935 -2.46843 5.47688
H 1.97054 -0.01760 3.67760
H 3.05163 -0.42395 5.00269
H 1.36443 0.01285 5.33231
C -0.57027 7.94900 -1.72560
C 0.75792 7.23906 -1.53875
O 0.75635 6.39010 -0.39478
P -0.18923 5.04392 -0.41494
O 0.51442 4.23592 -1.46514
O 0.40159 4.22576 0.89158
C 0.61285 2.81185 0.80896
C 2.09380 2.51705 0.67463
O -1.35641 5.73357 0.53112
C -1.20081 6.06703 1.91414
C -0.39214 7.31959 2.17116
H -1.37126 7.23411 -1.93772
H -0.51533 8.65719 -2.55334
H -0.85441 8.48830 -0.82167
H 1.01760 6.66258 -2.43114
H 1.54831 7.97509 -1.38471
H 0.04702 2.37551 -0.01358
H 0.23571 2.36717 1.73261
H 2.55108 3.11697 -0.11250
H 2.26271 1.46110 0.45517
H 2.61532 2.76787 1.60087
H -0.82563 5.22738 2.49402
H -2.21742 6.23908 2.27819
H 0.67226 7.14682 2.01380
H -0.52035 7.64116 3.20650
H -0.69994 8.13157 1.51148
```

Output
E in Eh: -2397.50911
Frontier orbital gap in eV: 8.95
Strongest force on any atom in eV/A: 8.3

=====

Formula: C37H88O19P4S
Source: the OMol25 dataset
Level of theory: ωB97M-V/def2-TZVPD

XYZ file:
```
149
Properties=species:S:1:pos:R:3
C -4.87298 0.87278 4.85974
C -4.39341 2.10280 3.83294
C -2.78462 1.85196 3.57074
C -2.05032 3.01944 2.68193
C -2.95879 3.52068 1.37496
C -2.18978 4.60981 0.42107
C -1.06553 3.97817 -0.59138
C -1.64289 3.63027 -2.10903
C -1.47506 1.99397 -2.41101
C -2.66177 1.25253 -1.55696
C -3.45231 0.05810 -2.35540
C -4.06235 -1.00858 -1.26988
C -5.02311 -0.35401 -0.11418
O -6.45127 -0.27616 -0.45715
S -7.00703 1.33021 -0.57999
O -6.16387 2.02853 -1.71582
O -6.72394 2.23120 0.85575
H -5.78851 1.17969 5.52615
H -3.97553 0.53677 5.56250
H -5.22081 -0.05489 4.21667
H -4.63491 3.10885 4.39111
H -5.00180 1.94370 2.84164
H -2.27177 1.84078 4.63832
H -2.68904 0.76316 3.12692
H -1.08273 2.52021 2.20306
H -1.76653 3.94147 3.37059
H -3.30139 2.53927 0.83720
H -3.94692 4.05718 1.76663
H -2.96791 5.29123 -0.16212
H -1.60881 5.35445 1.14796
H -0.24898 4.83242 -0.75991
H -0.49713 3.08162 -0.09846
H -2.78061 3.94441 -2.24196
H -1.04151 4.16774 -2.97047
H -0.41716 1.65098 -1.97875
H -1.45671 1.75150 -3.55562
H -3.48027 2.08740 -1.31661
H -2.31717 0.81897 -0.52217
H -4.34050 0.56648 -2.96991
H -2.73042 -0.41284 -3.15846
H -4.68727 -1.83025 -1.82780
H -3.13409 -1.56750 -0.76866
H -4.95053 -1.08297 0.82859
H -4.69313 0.69942 0.27305
H -6.71691 3.22222 0.61398
O 1.42695 -0.49538 -3.63490
P 2.52478 -1.58730 -3.63005
O 3.06950 -1.24095 -5.15523
C 3.93336 -0.13148 -5.31434
C 5.32424 -0.44392 -4.79765
O 1.50014 -2.82703 -4.06706
C 0.13769 -2.79787 -3.66657
C -0.73171 -2.25834 -4.79025
O 3.75137 -2.80728 -3.62464
C 4.10377 -3.28674 -2.33630
C 2.97527 -4.06622 -1.68523
H 3.51609 0.74788 -4.81374
H 3.98508 0.08793 -6.38467
H 5.31573 -0.56479 -3.70896
H 6.01565 0.36401 -5.04221
H 5.69977 -1.37840 -5.22494
H 0.01133 -2.21875 -2.74553
H -0.16200 -3.82479 -3.43731
H -0.36439 -1.30438 -5.17712
H -1.76383 -2.12650 -4.45108
H -0.73022 -2.95642 -5.63390
H 4.40517 -2.44348 -1.70711
H 4.97258 -3.94073 -2.45840
H 2.14054 -3.40591 -1.43417
H 3.31554 -4.54292 -0.76148
H 2.58902 -4.83576 -2.36144
O 9.40808 -1.71380 -4.58967
P 10.50592 -2.80572 -4.58483
O 11.05063 -2.45937 -6.11000
C 11.91449 -1.34990 -6.26911
C 13.30538 -1.66234 -5.75242
O 9.48128 -4.04545 -5.02183
C 8.11882 -4.01629 -4.62134
C 7.24942 -3.47676 -5.74503
O 11.73250 -4.02570 -4.57942
C 12.08490 -4.50516 -3.29107
C 10.95641 -5.28464 -2.64000
H 11.49723 -0.47053 -5.76852
H 11.96621 -1.13049 -7.33945
H 13.29686 -1.78321 -4.66373
H 13.99678 -0.85441 -5.99698
H 13.68091 -2.59682 -6.17971
H 7.99247 -3.43717 -3.70030
H 7.81913 -5.04321 -4.39208
H 7.61675 -2.52280 -6.13189
H 6.21730 -3.34492 -5.40586
H 7.25091 -4.17484 -6.58867
H 12.38630 -3.66190 -2.66189
H 12.95372 -5.15915 -3.41317
H 10.12167 -4.62433 -2.38894
H 11.29667 -5.76133 -1.71626
H 10.57016 -6.05418 -3.31621
O 2.32608 0.72587 2.94760
P 3.43910 1.39363 2.10331
O 3.56846 0.13904 1.02995
C 2.60403 0.04728 -0.00151
C 2.84522 1.09631 -1.06946
O 4.68528 0.92161 3.10431
C 4.46032 0.77544 4.49914
C 4.20409 -0.68258 4.84288
O 4.68265 2.13972 1.16000
C 4.80302 3.54196 1.34203
C 5.29705 3.90020 2.73220
H 1.59543 0.13423 0.41462
H 2.69688 -0.94865 -0.44416
H 2.65552 2.10102 -0.67639
H 2.18283 0.93661 -1.92172
H 3.88347 1.07316 -1.41346
H 3.63968 1.41884 4.83419
H 5.36116 1.11729 5.01735
H 3.42149 -1.12392 4.22047
H 3.91850 -0.78738 5.89414
H 5.10922 -1.27370 4.66864
H 3.83774 4.01654 1.13995
H 5.51781 3.90694 0.59819
H 4.54219 3.66215 3.48676
H 5.51613 4.96949 2.80249
H 6.19958 3.33461 2.98554
O -10.51994 2.51129 5.76148
P -11.26054 1.15157 5.74635
O -10.32311 0.47156 6.93026
C -10.60845 0.80606 8.27532
C -11.86737 0.11066 8.75564
O -10.41186 0.53703 4.45025
C -9.93200 1.40898 3.43685
C -8.47134 1.74990 3.68153
O -12.08799 -0.36762 5.72944
C -13.37264 -0.33536 5.12733
C -13.30016 -0.07534 3.63330
H -10.69228 1.89177 8.38568
H -9.75853 0.47466 8.87884
H -12.74911 0.50262 8.23716
H -12.00814 0.26685 9.82634
H -11.82271 -0.96352 8.55316
H -10.55048 2.31040 3.36906
H -10.02736 0.88807 2.47952
H -8.29495 2.11340 4.69710
H -8.12737 2.50845 2.97161
H -7.85192 0.85508 3.56040
H -13.98495 0.42421 5.62325
H -13.83960 -1.30921 5.30343
H -12.95650 0.94306 3.43180
H -14.28391 -0.19520 3.17047
H -12.59396 -0.75831 3.15013
```

Output
E in Eh: -4655.28095
Frontier orbital gap in eV: 7.90
Strongest force on any atom in eV/A: 10.1

=====

Formula: C16H22N6O4ReS2
Source: the OMol25 dataset
Level of theory: ωB97M-V/def2-TZVPD

XYZ file:
```
51
Properties=species:S:1:pos:R:3
Re -0.39706 -0.16640 0.46842
C -2.48607 0.78925 2.29670
C -3.32139 0.10404 1.19615
N -2.50906 -0.18912 -0.02678
C -2.82893 0.66417 -1.21524
C -1.54861 1.06330 -1.93154
N -0.49570 1.44879 -0.94764
C -0.64460 2.76405 -0.27360
C -1.54446 2.65987 0.95018
N -1.25207 1.40809 1.71935
H -3.07384 1.54722 2.81632
H -2.16335 0.05416 3.03198
H -3.70075 -0.84142 1.57960
H -4.18244 0.70648 0.90931
H -2.65742 -1.18076 -0.26659
H -3.48306 0.11698 -1.89388
H -3.38221 1.53791 -0.87609
H -1.14855 0.21440 -2.48895
H -1.73281 1.87774 -2.63463
H 0.41849 1.41060 -1.43125
H 0.35697 3.08168 0.02067
H -1.03705 3.50747 -0.97039
H -1.40291 3.52711 1.59534
H -2.59640 2.64312 0.67441
H -0.62810 1.63780 2.49323
O 0.20668 -3.91611 0.53522
S -0.64010 -2.81328 0.32427
O -2.00114 -2.99904 -0.08958
O -0.65194 -1.80534 1.56042
O 0.00936 -1.73110 -0.65883
N 3.77868 -0.01005 1.30082
C 3.30135 0.05246 2.60280
C 3.95942 0.08642 3.82538
C 3.15967 0.11672 4.94856
C 1.75939 0.09166 4.85236
C 1.11730 0.05762 3.63071
C 1.91690 0.06172 2.48984
N 1.58597 0.03513 1.11639
C 2.74644 -0.03613 0.45210
C 2.93720 -0.16903 -0.98977
C 3.98343 -0.82938 -1.56529
S 3.87246 -0.72579 -3.25414
C 2.38353 0.08236 -3.09409
N 2.01368 0.33752 -1.86875
H 4.74861 0.01383 1.02518
H 5.03774 0.08252 3.89720
H 3.61993 0.14054 5.92580
H 1.17236 0.07468 5.75954
H 0.04180 -0.04497 3.58581
H 4.79229 -1.36174 -1.09296
H 1.82536 0.39338 -3.96378
```

Output
<S²>: 3.765
Total charge: +2
E in Eh: -2126.61290
Spin multiplicity: 4
Frontier orbital gap (spin up / spin down) in eV: 8.88 / 7.11
Energy above the lowest of the compared OMol25 structures with the same formula, charge and spin in kJ/mol: 0.0
Strongest force on any atom in eV/A: 0.6

=====

Formula: C5H5N2O4S
Source: the OMol25 dataset
Level of theory: ωB97M-V/def2-TZVPD

XYZ file:
```
17
Properties=species:S:1:pos:R:3
C 3.62330 -1.70093 -0.56965
C 2.60841 -0.84111 -0.11755
C -0.02547 0.64918 0.67705
C 1.26361 -0.89664 -0.34916
C -1.28029 0.47542 0.02026
N 3.26198 0.02042 0.75159
N 4.47476 -0.25596 0.82858
O 0.02118 -0.77750 -2.64812
O -0.90368 -2.15025 -0.85030
O 1.18106 -2.83360 -1.95207
O 4.76665 -1.34857 0.03526
S 0.31623 -1.71814 -1.57424
H 3.58887 -2.54198 -1.22512
H 0.14897 0.73903 1.73382
H -2.15695 0.84416 0.56373
H -1.36582 -0.63565 -0.17410
H -1.25919 0.85613 -1.00231
```

Output
Total charge: -1
E in Eh: -1001.99559
Frontier orbital gap (spin up / spin down) in eV: 7.83 / 7.43
Energy above the lowest of the compared OMol25 structures with the same formula, charge and spin in kJ/mol: 624.1
Strongest force on any atom in eV/A: 5.3